[1]
Density functional theory data (wB97M-V/def2-TZVPD) for a structure of composition C31H48F3MnO17 in a non-equilibrium geometry.

Calculated values
- 2S+1 = 7
- DFT total energy (Eh) = -3939.57549
- HOMO level (alpha / beta) (eV) = -5.55 / -8.53
- gap between HOMO and LUMO (alpha / beta) (eV) = 5.679 / 8.655

Cartesian coordinates (Å):
Mn -0.553 3.837 -3.528
C -1.009 2.208 -0.381
O -0.128 1.115 -0.449
O -0.707 3.051 -1.463
C -2.422 1.596 -0.136
F -3.306 2.546 -0.165
F -2.678 0.766 -1.217
F -2.479 1.019 1.025
C 1.349 1.215 -0.576
C 2.170 -0.058 -0.051
H 1.757 -0.892 -0.619
H 3.236 0.077 -0.236
H 1.892 -0.184 0.995
H 1.742 2.076 -0.036
H 1.706 1.382 -1.592
H -0.742 2.782 0.506
C -1.908 -5.855 -2.581
O -2.032 -4.765 -1.649
C -0.958 -3.991 -1.193
O 0.138 -4.077 -1.696
O -1.279 -3.219 -0.054
C -0.285 -2.988 0.845
H -2.924 -6.207 -2.761
H -1.191 -6.557 -2.157
H -1.519 -5.473 -3.525
H -0.676 -2.284 1.579
H 0.576 -2.466 0.427
H 0.205 -3.856 1.287
O 1.901 5.295 4.887
C 2.043 5.123 3.732
O 2.887 5.744 3.060
C 2.772 5.621 1.655
C 1.937 4.382 1.499
C 1.219 4.198 2.835
H 3.648 5.600 1.006
H 2.336 6.566 1.332
H 2.594 3.587 1.147
H 1.187 4.533 0.723
H 1.120 3.144 3.095
H 0.223 4.636 2.770
O 4.783 0.894 3.500
C 3.670 0.406 3.616
O 2.618 1.193 4.040
C 1.407 0.415 3.764
C 1.858 -1.079 3.974
C 3.285 -1.076 3.321
H 0.929 0.625 2.808
H 0.614 0.639 4.477
H 1.216 -1.900 3.654
H 1.922 -1.261 5.047
H 3.364 -1.311 2.260
H 4.051 -1.768 3.670
O 5.826 -6.436 -1.290
C 5.085 -5.461 -0.989
O 4.114 -5.675 -0.091
C 3.357 -4.499 0.180
C 4.318 -3.399 -0.286
C 5.079 -4.088 -1.453
H 3.181 -4.374 1.248
H 2.397 -4.614 -0.324
H 5.012 -3.066 0.485
H 3.724 -2.584 -0.701
H 6.041 -3.583 -1.535
H 4.407 -4.125 -2.310
O -2.477 3.221 -4.056
C -3.657 3.411 -3.953
O -4.563 3.002 -4.773
C -5.921 3.379 -4.435
C -5.735 3.776 -3.009
C -4.297 4.217 -2.882
H -6.678 2.597 -4.390
H -6.225 4.199 -5.087
H -6.032 2.993 -2.310
H -6.334 4.649 -2.748
H -3.902 3.955 -1.900
H -4.191 5.293 -3.018
O -1.517 -1.129 5.542
C -2.560 -1.068 4.815
O -3.196 -2.178 4.520
C -4.284 -1.887 3.686
C -4.641 -0.438 4.000
C -3.262 0.081 4.204
H -5.056 -2.604 3.965
H -3.917 -2.074 2.677
H -5.362 -0.425 4.818
H -5.178 -0.004 3.156
H -3.241 0.943 4.871
H -2.609 0.281 3.355
O -0.092 1.928 -4.164
C 0.461 0.795 -4.172
O 1.735 0.615 -4.223
C 2.231 -0.740 -4.385
C 0.946 -1.514 -4.653
C -0.168 -0.591 -4.157
H 2.635 -1.217 -3.492
H 2.962 -0.805 -5.191
H 0.782 -2.535 -4.308
H 0.684 -1.607 -5.707
H -0.440 -0.903 -3.149
H -0.999 -0.721 -4.850

Atoms 1-2, force components in eV/Å:
0.19 0.03 1.77
3.23 2.25 -1.95

=====

[2]
Density functional theory data (wB97M-V/def2-TZVPD) for a cluster of 3 separate species, CH6O2 in total in a non-equilibrium geometry.

Calculated values
- DFT total energy (Eh) = -191.95528
- HOMO level (eV) = -10.38
- energy above the lowest of the compared OMol25 structures with the same formula, charge and spin (kJ/mol) = 532.8
- gap between HOMO and LUMO (eV) = 9.134

Cartesian coordinates (Å):
C -0.866 0.376 -1.614
H 0.325 0.814 -0.210
H -0.780 0.428 -2.891
H -0.832 -0.773 -1.406
H -1.943 1.074 -1.475
H 1.005 -2.194 3.145
H 1.654 0.098 3.038
O 0.429 0.901 -1.182
O 1.008 -0.723 2.597

Atoms 1-2, force components in eV/Å:
-0.34 0.20 -4.54
0.72 0.25 -0.61

=====

[3]
Density functional theory data (wB97M-V/def2-TZVPD) for a structure of composition C23H49N2NiO2P2 in a non-equilibrium geometry.

Calculated values
- 2S+1 = 3
- DFT total energy (Eh) = -3356.52639
- HOMO level (alpha / beta) (eV) = -8.63 / -11.54
- net charge = +1
- gap between HOMO and LUMO (alpha / beta) (eV) = 6.819 / 8.205

Cartesian coordinates (Å):
Ni 0.206 1.046 -0.341
P 1.681 1.770 1.120
P -1.108 0.924 -2.113
N 1.084 2.878 -1.581
C 2.433 3.328 0.444
H 2.497 4.042 1.281
H 3.457 3.059 0.135
C 1.665 3.933 -0.707
H 0.964 4.686 -0.321
H 2.359 4.465 -1.349
C 0.093 3.468 -2.531
H 0.723 3.959 -3.273
H -0.577 4.238 -2.109
C -0.713 2.377 -3.200
H -0.181 1.978 -4.081
H -1.672 2.800 -3.528
C -2.967 0.999 -1.919
C -3.479 0.003 -0.870
H -4.542 0.203 -0.665
H -2.931 0.095 0.079
H -3.413 -1.034 -1.225
C -0.710 -0.555 -3.193
C -1.317 -1.855 -2.667
H -0.876 -2.696 -3.219
H -2.402 -1.905 -2.828
H -1.071 -2.010 -1.606
C 3.105 0.564 1.260
C 2.823 -0.588 2.221
H 3.578 -1.371 2.066
H 1.842 -1.050 2.033
H 2.901 -0.276 3.271
C 1.182 2.266 2.849
C 0.318 1.211 3.550
H -0.051 1.617 4.504
H 0.887 0.305 3.788
H -0.559 0.942 2.945
C -1.297 1.726 0.777
O -2.071 2.433 1.270
C -0.988 -0.381 -4.687
H -2.048 -0.217 -4.906
H -0.404 0.431 -5.137
H -0.699 -1.307 -5.197
C 4.469 1.192 1.534
H 5.212 0.390 1.590
H 4.789 1.878 0.739
H 4.500 1.718 2.492
C 2.336 2.725 3.749
H 1.915 3.167 4.662
H 2.965 1.891 4.079
H 2.970 3.491 3.282
C -3.773 0.913 -3.221
H -3.801 -0.103 -3.631
H -4.817 1.176 -3.002
H -3.422 1.606 -3.997
H -3.096 2.018 -1.516
H 0.545 3.143 2.647
H 0.383 -0.603 -3.042
H 3.102 0.161 0.234
H 1.848 2.701 -2.196
H 0.747 -0.380 -0.437
O 0.977 -2.035 -0.292
C 0.401 -2.754 0.575
C -0.654 -2.284 1.564
C -2.022 -2.933 1.344
C -2.121 -4.329 1.959
C -1.200 -5.376 1.333
C 0.280 -5.084 1.543
N 0.762 -4.046 0.629
H -0.281 -2.481 2.588
H -0.705 -1.193 1.448
H -2.827 -2.305 1.753
H -2.232 -2.983 0.261
H -1.918 -4.275 3.042
H -3.153 -4.668 1.872
H -1.398 -6.348 1.801
H -1.433 -5.458 0.255
H 0.465 -4.772 2.586
H 0.868 -5.990 1.347
H 1.598 -4.274 0.083

Atoms 1-2, force components in eV/Å:
-0.66 1.14 0.12
0.95 0.02 1.14

=====

[4]
Density functional theory data (wB97M-V/def2-TZVPD) for a structure of composition C12H31ClIO5P3Si2 in a non-equilibrium geometry.

Calculated values
- DFT total energy (Eh) = -3213.19861
- HOMO level (eV) = -7.85
- gap between HOMO and LUMO (eV) = 8.439

Cartesian coordinates (Å):
C 1.309 2.999 1.833
C 0.527 3.346 0.596
O -0.268 2.204 0.200
P -1.833 2.323 0.429
O -2.230 3.246 1.485
C -2.383 0.643 0.808
C -1.208 -0.309 1.181
Si -0.629 -1.434 -0.206
O 0.931 -2.011 -0.020
Si 2.200 -0.973 0.355
C 2.509 0.353 -0.925
C 3.741 -2.048 0.538
C 4.736 -1.965 -0.616
C 5.853 -0.995 -0.300
I 5.670 -3.891 -0.988
P -1.975 -3.216 -0.384
C -0.883 -4.689 -0.250
C -3.182 -3.243 1.020
P -0.696 -0.428 -2.250
O -2.300 -0.062 -2.387
Cl -0.528 -2.141 -3.426
O -2.419 2.688 -1.003
C -3.365 3.771 -1.058
C -4.756 3.323 -0.662
H 0.710 2.453 2.549
H 1.746 3.866 2.312
H 2.130 2.344 1.561
H 1.227 3.509 -0.214
H -0.054 4.252 0.695
H -2.993 0.742 1.692
H -3.023 0.255 0.023
H -1.553 -0.941 1.991
H -0.421 0.310 1.595
H 1.928 -0.378 1.683
H 2.655 -0.119 -1.891
H 1.704 1.069 -1.033
H 3.405 0.883 -0.626
H 3.420 -3.076 0.651
H 4.279 -1.805 1.447
H 4.281 -1.702 -1.559
H 6.541 -0.874 -1.126
H 5.453 -0.018 -0.039
H 6.385 -1.374 0.562
H 0.057 -4.500 -0.749
H -0.651 -4.922 0.783
H -1.333 -5.561 -0.704
H -4.141 -2.928 0.644
H -3.286 -4.277 1.329
H -2.889 -2.687 1.902
H -2.629 -0.397 -3.240
H -3.416 4.109 -2.084
H -3.044 4.619 -0.471
H -5.334 4.172 -0.318
H -5.262 2.863 -1.497
H -4.711 2.624 0.161

Atoms 1-2, force components in eV/Å:
0.26 -0.31 0.02
0.70 -0.12 -0.29

=====

[5]
Density functional theory data (wB97M-V/def2-TZVPD) for a cluster of 2 separate species, C9H18NS2 in total in a non-equilibrium geometry.

Calculated values
- DFT total energy (Eh) = -1204.55747
- HOMO level (eV) = -11.75
- net charge = +1
- gap between HOMO and LUMO (eV) = 5.815

Cartesian coordinates (Å):
C -2.159 -1.426 2.546
C -0.896 -1.721 1.769
C 0.003 -2.838 2.376
C 1.410 -2.293 2.400
C 1.274 -0.772 2.230
N 0.028 -0.578 1.474
H -2.835 -2.280 2.406
H -2.018 -1.299 3.628
H -2.690 -0.535 2.176
H -1.244 -2.104 0.793
H -0.373 -3.143 3.367
H -0.080 -3.678 1.682
H 1.980 -2.563 3.278
H 1.909 -2.683 1.504
H 1.152 -0.283 3.191
H 2.165 -0.329 1.737
H -0.402 0.314 1.696
C 0.044 3.142 -3.596
C -0.810 1.888 -3.691
S -1.275 1.129 -2.088
C 0.192 0.940 -1.293
S 1.366 2.143 -1.301
C 1.386 2.713 -3.025
H 0.203 3.514 -4.614
H -0.435 3.925 -3.010
H -1.791 2.112 -4.143
H -0.289 1.110 -4.279
H 0.294 0.121 -0.581
H 1.814 1.903 -3.638
H 2.076 3.571 -2.994

Atoms 1-2, force components in eV/Å:
-0.42 0.19 0.41
0.33 -0.28 -0.91